Entry 1:
Density functional theory data (ωB97M-V with the def2-TZVPD basis set) for C4H5NOS2 in the gas phase at a distorted geometry.

Positions of all 13 atoms, in Å:
N (2.504, -0.281, -0.403)
C (0.988, -0.184, -0.170)
O (0.442, -1.323, 0.154)
C (-0.927, -1.172, 0.047)
C (-1.258, 0.120, -0.155)
S (-2.977, 0.573, -0.182)
C (0.002, 0.711, -0.342)
S (0.458, 2.368, -0.041)
H (2.905, -0.919, 0.292)
H (3.020, 0.617, -0.100)
H (-1.580, -2.101, -0.081)
H (-3.340, -0.831, -0.135)
H (-0.239, 2.423, 1.117)

Output
LUMO level = 0.60 eV
Structure (SMILES) = Nc1occ(S)c1S
E_HOMO = -8.143 eV
Net charge = 0
Energy above the lowest of the compared OMol25 structures with the same formula, charge and spin = 224.2 kJ/mol
E_tot = -29434.771 eV
Kohn-Sham gap = 8.75 eV



Entry 2:
Density functional theory data (ωB97M-V with the def2-TZVPD basis set) for C4H5NP2 in the gas phase at a distorted geometry.

Positions of all 12 atoms, in Å:
H (4.525, 1.463, 0.249)
N (3.632, 1.002, 0.026)
P (3.387, -0.529, 0.226)
C (1.433, -0.683, -0.240)
C (0.245, -0.713, -0.072)
C (-1.105, -0.649, 0.000)
C (-1.723, 0.704, -0.277)
P (-1.913, -2.002, 0.612)
H (-3.105, -1.374, 0.744)
H (-2.671, 0.685, 0.003)
H (-1.086, 1.471, 0.058)
H (-1.619, 0.626, -1.327)

Output
LUMO level = -1.00 eV
Structure (SMILES) = [H]/N=P/C#C/C(C)=P/[H]
E_HOMO = -8.607 eV
Net charge = 0
Energy above the lowest of the compared OMol25 structures with the same formula, charge and spin = 35.7 kJ/mol
E_tot = -24292.049 eV
Kohn-Sham gap = 7.61 eV



Entry 3:
Density functional theory data (ωB97M-V with the def2-TZVPD basis set) for C4H5NS in the gas phase at a distorted geometry.

Positions of all 11 atoms, in Å:
C (1.786, 0.421, 1.339)
C (1.243, 0.748, 0.154)
C (-0.217, 0.629, -0.186)
S (-0.337, -0.589, -1.507)
C (-1.005, 0.093, 0.883)
N (-1.569, -0.813, 1.539)
H (2.830, 0.623, 1.626)
H (1.267, 0.117, 2.230)
H (1.678, 1.356, -0.637)
H (-0.583, 1.637, -0.368)
H (0.340, 0.034, -2.641)

Output
LUMO level = 0.39 eV
Structure (SMILES) = C=C[C@@H](S)C#N
E_HOMO = -9.562 eV
Net charge = 0
Energy above the lowest of the compared OMol25 structures with the same formula, charge and spin = 224.7 kJ/mol
E_tot = -16551.736 eV
Kohn-Sham gap = 9.95 eV



Entry 4:
Density functional theory data (ωB97M-V with the def2-TZVPD basis set) for C4H5NS2 in the gas phase at a distorted geometry.

Positions of all 12 atoms, in Å:
C (-0.694, 2.409, -0.152)
C (-1.446, 1.332, 0.109)
C (-1.121, -0.079, -0.021)
S (-2.301, -1.215, 0.024)
C (0.282, -0.555, -0.174)
N (1.259, 0.248, 0.126)
S (2.819, -0.443, -0.010)
H (-1.041, 3.396, 0.086)
H (0.385, 2.294, -0.341)
H (-2.479, 1.477, 0.359)
H (0.432, -1.619, -0.338)
H (3.482, 0.592, 0.552)

Output
LUMO level = -1.31 eV
Structure (SMILES) = C=CC(=S)/C=N/S
E_HOMO = -8.996 eV
Net charge = 0
Energy above the lowest of the compared OMol25 structures with the same formula, charge and spin = 221.0 kJ/mol
E_tot = -27387.425 eV
Kohn-Sham gap = 7.68 eV



Entry 5:
Density functional theory data (ωB97M-V with the def2-TZVPD basis set) for a 2-piece molecular cluster, C4H5NS3 overall at a distorted geometry.

Positions of all 13 atoms, in Å:
C (-1.056, -0.237, -1.656)
C (0.794, 0.874, -1.960)
C (-0.303, -0.874, -0.720)
C (0.061, -0.670, 2.203)
N (-0.422, 0.746, -2.340)
S (1.291, -0.220, -0.705)
S (1.502, -1.445, 2.571)
S (-0.042, 0.997, 2.490)
H (-2.083, -0.450, -1.887)
H (1.484, 1.592, -2.357)
H (-0.565, -1.667, -0.052)
H (2.351, -0.491, 3.014)
H (-1.315, 1.112, 2.099)

Output
LUMO level = -0.17 eV
E_HOMO = -8.992 eV
Net charge = 0
Energy above the lowest of the compared OMol25 structures with the same formula, charge and spin = 237.0 kJ/mol
E_tot = -38222.277 eV
Kohn-Sham gap = 8.82 eV



Entry 6:
Density functional theory data (ωB97M-V with the def2-TZVPD basis set) for C4H5O2Sr as an isolated structure at a distorted geometry.

Positions of all 12 atoms, in Å:
H (-0.231, -0.773, -1.246)
O (-1.601, 1.315, 1.173)
C (-0.690, 0.793, 0.317)
C (-0.901, -0.525, -0.203)
C (0.257, -0.554, 0.809)
C (1.527, -0.690, 0.221)
O (1.696, -0.730, -1.026)
Sr (3.607, -0.480, -2.606)
H (-1.890, 2.183, 0.872)
H (-0.067, 1.499, -0.240)
H (-1.787, -1.064, 0.133)
H (0.080, -0.974, 1.796)

Output
LUMO level (alpha / beta) = -9.73 / -9.74 eV
E_HOMO (alpha / beta) = -16.320 / -16.375 eV
Net charge = +2
Energy above the lowest of the compared OMol25 structures with the same formula, charge and spin = 0.0 kJ/mol
E_tot = -9139.486 eV
Spin multiplicity = 2
Kohn-Sham gap (alpha / beta) = 6.59 / 6.63 eV



Entry 7:
Density functional theory data (ωB97M-V with the def2-TZVPD basis set) for C4H5O2Tm as an isolated structure at a distorted geometry.

Positions of all 12 atoms, in Å:
C (0.715, -0.798, 1.520)
C (0.230, 0.376, 0.738)
C (-0.676, 0.207, -0.238)
C (-1.118, 0.573, -1.464)
O (-0.498, 1.349, -2.309)
Tm (-0.703, 2.834, -4.155)
H (-0.036, -1.605, 1.593)
H (0.893, -0.466, 2.560)
H (-1.058, 0.698, 1.105)
H (-1.994, 0.029, -1.852)
O (1.911, -1.299, 0.941)
H (2.334, -1.897, 1.562)

Output
LUMO level (alpha / beta) = -9.88 / -9.85 eV
E_HOMO (alpha / beta) = -15.789 / -16.360 eV
Net charge = +2
Energy above the lowest of the compared OMol25 structures with the same formula, charge and spin = 0.0 kJ/mol
E_tot = -37829.776 eV
Spin multiplicity = 3
Kohn-Sham gap (alpha / beta) = 5.91 / 6.51 eV



Entry 8:
Density functional theory data (ωB97M-V with the def2-TZVPD basis set) for C4H5O2Yb as an isolated structure at a distorted geometry.

Positions of all 12 atoms, in Å:
H (-1.416, -2.613, -2.617)
O (-0.927, -1.788, -2.691)
C (-0.362, -1.482, -1.432)
C (0.469, -0.279, -1.542)
C (0.975, 0.827, -1.560)
H (0.269, -2.311, -1.066)
H (-1.144, -1.297, -0.676)
H (1.288, 1.849, -1.687)
C (3.850, -1.108, -1.623)
O (4.232, -0.409, -0.644)
Yb (5.544, -2.381, -0.329)
H (3.558, -0.524, -2.536)

Output
LUMO level (alpha / beta) = -6.03 / -6.27 eV
E_HOMO (alpha / beta) = -9.984 / -12.043 eV
Net charge = +1
Energy above the lowest of the compared OMol25 structures with the same formula, charge and spin = 336.6 kJ/mol
E_tot = -39839.751 eV
Spin multiplicity = 3
Kohn-Sham gap (alpha / beta) = 3.95 / 5.78 eV